Here is a molecular structure, C29H47CsF6N5O9S3 from the Open Molecules 2025 dataset. Energies are from ωB97M-V/def2-TZVPD.

The calculation puts the energy above the lowest of the compared OMol25 structures with the same formula, charge and spin at 64.28 kcal/mol. Its HOMO-LUMO gap is 7.2 eV. For the total energy, the calculation gives -3898.11988 hartree. The total charge is -1.

Geometry as XYZ:
```
100
Properties=species:S:1:pos:R:3:lowdin_charge:R:1
Cs -0.917 0.231 2.377 1.95
C 0.272 -3.942 -2.784 -0.04
C 0.728 -2.731 -1.966 -0.34
C 1.795 -1.960 -2.728 -0.10
C 2.738 -1.066 -1.912 -0.49
C 3.589 -1.930 -0.976 0.00
C 3.609 -0.294 -2.899 -0.03
N 1.957 -0.093 -1.068 0.09
C 2.822 0.929 -0.425 -0.12
C 2.198 1.617 0.765 -0.17
N 0.925 2.289 0.538 -0.11
C 0.435 2.810 1.821 -0.20
C -1.076 3.158 1.809 -0.75
O -1.403 4.305 2.163 -0.02
O -1.832 2.210 1.465 -0.40
C 0.917 3.294 -0.545 -0.32
C 1.308 4.702 -0.086 -0.04
C -0.445 3.329 -1.262 -0.09
C -0.646 2.436 -2.498 -0.55
C 0.394 2.737 -3.575 -0.03
C -2.043 2.772 -3.042 -0.04
N -0.518 1.013 -2.104 0.01
C -0.926 0.040 -3.123 -0.19
C -1.270 -1.340 -2.544 -0.14
N -0.366 -1.860 -1.531 -0.11
C -1.009 -2.409 -0.343 -0.08
C -0.346 -1.925 0.944 -0.82
O 0.660 -1.154 0.856 -0.22
O -0.891 -2.217 2.009 -0.24
H 1.081 -4.674 -2.849 0.08
H -0.013 -3.663 -3.802 0.07
H -0.580 -4.435 -2.311 0.08
H 1.172 -3.112 -1.042 0.13
H 1.322 -1.370 -3.521 0.11
H 2.445 -2.680 -3.233 0.12
H 3.950 -2.803 -1.521 0.10
H 3.014 -2.279 -0.113 0.09
H 4.463 -1.394 -0.602 0.08
H 4.070 -0.999 -3.594 0.09
H 4.409 0.258 -2.405 0.08
H 3.005 0.408 -3.483 0.08
H 1.189 0.377 -1.593 0.12
H 1.383 -0.631 -0.312 0.09
H 3.142 1.638 -1.187 0.11
H 3.714 0.432 -0.045 0.11
H 2.976 2.298 1.152 0.14
H 2.019 0.860 1.528 0.09
H 0.991 3.682 2.177 0.12
H 0.564 2.016 2.560 0.02
H 1.670 2.977 -1.269 0.11
H 0.530 5.141 0.542 0.08
H 1.450 5.339 -0.963 0.08
H 2.245 4.697 0.480 0.08
H -0.638 4.356 -1.589 0.12
H -1.225 3.079 -0.540 0.11
H 0.459 3.814 -3.749 0.09
H 0.134 2.261 -4.524 0.08
H 1.384 2.378 -3.283 0.06
H -2.124 3.848 -3.209 0.09
H -2.810 2.484 -2.317 0.09
H -2.256 2.278 -3.991 0.07
H -1.042 0.862 -1.243 0.13
H -0.132 -0.033 -3.873 0.10
H -1.823 0.360 -3.664 0.10
H -1.381 -2.022 -3.398 0.11
H -2.254 -1.255 -2.082 0.10
H -1.005 -3.507 -0.312 0.13
H -2.045 -2.090 -0.304 0.07
F 3.978 -4.903 2.124 0.13
C 2.996 -5.200 2.980 -0.70
F 3.432 -4.987 4.213 0.14
F 2.694 -6.489 2.844 0.13
S 1.500 -4.216 2.642 0.59
O 1.247 -4.449 1.243 -0.28
O 0.538 -4.637 3.617 -0.26
N 2.067 -2.748 2.812 -0.29
S 1.793 -1.697 3.952 0.63
O 0.831 -0.620 3.722 -0.64
O 1.806 -2.255 5.283 -0.28
C 3.404 -0.825 3.748 -0.67
F 4.384 -1.519 4.321 0.14
F 3.731 -0.633 2.465 0.12
F 3.340 0.375 4.332 0.13
C -5.701 -1.788 1.492 -0.23
S -4.045 -1.208 1.155 0.92
O -4.011 -1.021 -0.343 -0.53
C -4.337 0.418 1.851 -0.45
C -4.180 0.628 3.216 -0.14
C -4.379 1.901 3.726 -0.07
C -4.725 2.945 2.876 -0.07
C -4.888 2.714 1.519 -0.07
C -4.689 1.444 0.996 -0.08
H -6.384 -1.094 1.003 0.06
H -5.865 -1.812 2.570 0.06
H -5.792 -2.791 1.074 0.05
H -3.893 -0.193 3.867 0.11
H -4.242 2.085 4.784 0.11
H -4.829 3.947 3.270 0.11
H -5.129 3.537 0.858 0.11
H -4.761 1.244 -0.065 0.11
```



Here is a molecular structure, C29H47FIrN4 from the Open Molecules 2025 dataset. Energies are from ωB97M-V/def2-TZVPD.

Its HOMO-LUMO gap (spin up / spin down) is 1.4 / 7.0 eV. As for the spin multiplicity: 6. For the total energy, the calculation gives -1556.16754 hartree. The total charge is -2.

Geometry as XYZ:
```
82
Properties=species:S:1:pos:R:3:lowdin_charge:R:1
Ir -0.716 -1.114 0.075 0.94
C -2.678 -4.408 1.296 -0.09
C -1.898 -2.522 0.396 -0.39
N -1.556 -3.746 0.888 -0.02
H -4.772 -3.745 1.284 0.08
N -3.252 -2.434 0.536 -0.02
H -2.638 -5.386 1.741 0.09
C -0.286 -0.886 -1.878 -0.37
C 0.446 0.221 -2.364 -0.12
C 0.491 0.447 -3.745 -0.07
C -0.093 -0.439 -4.652 -0.31
C -0.737 -1.576 -4.156 -0.08
C -0.838 -1.812 -2.778 -0.14
H 0.952 0.883 -1.665 0.06
H 0.989 1.340 -4.131 0.10
H -1.188 -2.282 -4.852 0.09
H -1.340 -2.688 -2.372 0.08
C -0.055 -0.145 -6.127 -0.08
H -0.453 -0.983 -6.704 0.06
H 0.966 0.062 -6.466 0.07
H -0.650 0.746 -6.356 0.07
C -0.159 -4.110 1.153 -0.59
C -0.124 -5.556 1.597 -0.27
C 0.667 -3.925 -0.106 -0.07
H -0.557 -6.218 0.841 0.04
H 0.919 -5.855 1.747 0.04
H -0.640 -5.696 2.552 0.04
H 1.403 -3.622 2.535 0.07
H -0.234 -3.207 3.133 0.08
H 0.654 -2.894 -0.522 0.04
C 0.417 -3.220 2.248 -0.08
H 0.324 -4.609 -0.887 0.07
H 1.719 -4.141 0.132 0.07
H 0.576 -2.179 1.911 0.04
C -3.730 -3.598 1.066 -0.10
C -3.718 -0.559 -0.946 -0.07
H -3.955 -1.270 -1.743 0.08
H -4.354 0.331 -1.045 0.07
C -3.968 -1.158 0.422 -0.59
H -4.026 0.748 1.379 0.07
C -5.439 -1.426 0.654 -0.27
H -5.620 -1.825 1.659 0.04
H -2.677 -0.221 -1.087 0.04
H -2.386 0.059 1.364 0.04
H -5.847 -2.113 -0.094 0.05
H -5.985 -0.481 0.579 0.04
C -3.459 -0.188 1.476 -0.08
H -3.619 -0.599 2.478 0.07
C 3.556 3.792 1.830 -0.06
N 3.365 2.731 0.943 -0.04
H 2.209 5.493 2.237 0.10
N 1.650 4.010 0.755 -0.05
H 4.405 3.890 2.477 0.10
C 4.100 1.457 0.956 -0.59
C 5.585 1.642 0.730 -0.06
C 3.889 0.790 2.305 -0.05
H 6.053 2.277 1.487 0.07
H 6.039 0.643 0.799 0.08
H 5.796 2.027 -0.273 0.08
H 4.095 -0.355 -0.163 0.08
H 3.564 1.063 -1.115 0.08
H 2.822 0.742 2.545 0.09
C 3.512 0.576 -0.133 -0.07
H 4.437 1.310 3.097 0.07
H 4.270 -0.232 2.239 0.08
H 2.468 0.340 0.108 0.05
C 2.468 4.588 1.716 -0.07
C -0.534 4.034 1.799 -0.05
H -0.240 4.701 2.616 0.07
H -1.599 4.183 1.601 0.08
C 0.242 4.355 0.531 -0.60
H -1.263 3.779 -0.866 0.08
C 0.072 5.822 0.201 -0.07
H 0.546 6.078 -0.751 0.08
H -0.380 2.987 2.088 0.09
H -0.212 2.432 -0.334 0.06
H 0.442 6.483 0.988 0.07
H -1.005 6.004 0.088 0.08
C -0.233 3.491 -0.619 -0.07
H 0.397 3.642 -1.506 0.08
C 2.240 2.925 0.250 -0.03
F 0.364 0.299 0.908 -0.59
```



Here is a molecular structure, C29H47O26P2 from the Open Molecules 2025 dataset. Energies are from ωB97M-V/def2-TZVPD.

Its HOMO-LUMO gap is 4.9 eV. For the total energy, the calculation gives -3772.46352 hartree. The total charge is -1.

Geometry as XYZ:
```
104
Properties=species:S:1:pos:R:3:lowdin_charge:R:1
O 5.255 0.096 0.834 -0.36
P 4.966 -1.015 -0.099 0.24
O 5.068 -0.408 -1.594 -0.20
O 6.170 -2.078 0.127 -0.20
C 3.445 -1.788 0.213 -0.47
P 2.147 -1.027 -0.719 0.65
O 1.454 0.125 0.292 -0.35
O 0.920 -2.171 -0.677 -0.36
H 4.810 -1.059 -2.263 0.05
H 6.865 -1.610 0.611 0.06
H 3.257 -1.601 1.270 0.00
H 2.133 0.810 0.388 0.01
H 1.010 -2.592 0.192 0.01
C -2.057 2.912 -1.895 -0.01
C -1.497 2.591 -0.530 -0.31
C -1.693 3.669 0.507 -0.10
O -0.616 3.407 1.412 0.06
C 0.378 2.817 0.684 -0.56
O 1.475 2.634 1.089 0.16
O -0.064 2.495 -0.553 0.09
H -1.554 2.337 -2.669 0.09
H -3.125 2.689 -1.931 0.09
H -1.922 3.957 -2.131 0.06
H -1.881 1.629 -0.178 0.16
H -2.652 3.613 1.018 0.13
H -1.558 4.676 0.097 0.12
C 6.293 -5.480 -0.391 -0.02
C 5.551 -6.092 -1.554 -0.31
C 5.080 -5.116 -2.600 -0.09
O 3.969 -5.826 -3.183 0.06
C 3.470 -6.640 -2.221 -0.57
O 2.450 -7.245 -2.313 0.14
O 4.293 -6.675 -1.147 0.09
H 6.235 -6.124 0.475 0.06
H 7.343 -5.327 -0.645 0.10
H 5.872 -4.516 -0.112 0.06
H 6.148 -6.896 -2.000 0.15
H 5.832 -4.891 -3.353 0.13
H 4.703 -4.185 -2.170 0.13
C 1.525 6.503 -5.784 -0.01
C 0.167 6.024 -5.330 -0.32
C 0.036 5.776 -3.854 -0.08
O -1.040 4.818 -3.813 0.02
C -1.000 4.131 -4.985 -0.55
O -1.636 3.155 -5.214 0.16
O -0.139 4.713 -5.855 0.09
H 1.680 6.271 -6.838 0.09
H 1.613 7.579 -5.644 0.09
H 2.326 6.019 -5.224 0.09
H -0.608 6.706 -5.685 0.15
H -0.217 6.658 -3.295 0.09
H 0.923 5.311 -3.415 0.15
C -4.738 8.305 -0.384 -0.01
C -3.584 7.648 -1.106 -0.31
C -2.228 7.921 -0.519 -0.07
O -1.384 7.739 -1.670 0.05
C -2.125 8.043 -2.764 -0.56
O -1.678 8.149 -3.863 0.15
O -3.426 8.192 -2.440 0.10
H -5.591 8.424 -1.054 0.09
H -5.045 7.717 0.470 0.07
H -4.469 9.302 -0.028 0.09
H -3.759 6.580 -1.207 0.13
H -1.956 7.234 0.278 0.14
H -2.110 8.949 -0.169 0.14
C 3.099 -5.576 5.415 -0.02
C 3.631 -5.646 4.003 -0.33
C 4.239 -6.967 3.604 -0.10
O 5.146 -6.568 2.566 0.05
C 5.517 -5.287 2.828 -0.55
O 6.380 -4.705 2.260 0.15
O 4.760 -4.766 3.825 0.09
H 3.075 -4.543 5.762 0.09
H 2.094 -5.987 5.464 0.06
H 3.732 -6.136 6.107 0.08
H 2.859 -5.334 3.299 0.15
H 3.516 -7.682 3.232 0.12
H 4.825 -7.424 4.409 0.14
C -9.123 3.862 -0.759 -0.02
C -7.958 4.796 -0.987 -0.32
C -6.951 4.336 -2.011 -0.08
O -5.767 5.024 -1.579 0.06
C -5.878 5.210 -0.244 -0.56
O -4.993 5.594 0.451 0.13
O -7.123 4.900 0.186 0.09
H -9.557 4.026 0.227 0.09
H -9.893 4.022 -1.512 0.09
H -8.811 2.818 -0.806 0.09
H -8.324 5.801 -1.216 0.16
H -7.210 4.612 -3.030 0.14
H -6.755 3.263 -1.965 0.14
C -2.057 -8.098 6.545 -0.02
C -1.509 -8.174 5.140 -0.33
C -0.917 -9.504 4.746 -0.10
O 0.004 -9.121 3.716 0.07
C 0.391 -7.848 3.978 -0.53
O 1.272 -7.281 3.426 0.17
O -0.371 -7.311 4.968 0.08
H -2.078 -7.066 6.892 0.09
H -3.068 -8.502 6.583 0.09
H -1.438 -8.663 7.244 0.08
H -2.272 -7.854 4.424 0.16
H -1.651 -10.210 4.366 0.14
H -0.348 -9.971 5.554 0.14
```



Here is a molecular structure, C29H48AlBGeN6O4 from the Open Molecules 2025 dataset. Energies are from ωB97M-V/def2-TZVPD.

The calculation puts the energy above the lowest of the compared OMol25 structures with the same formula, charge and spin at 0.27 kcal/mol. Its HOMO-LUMO gap is 8.5 eV. For the total energy, the calculation gives -4107.31888 hartree. The total charge is +2.

Geometry as XYZ:
```
90
Properties=species:S:1:pos:R:3:lowdin_charge:R:1
Al 0.056 0.145 0.822 0.17
B 2.424 -1.366 -0.847 -0.36
N 1.220 -2.167 -0.263 -0.02
C 1.064 -3.483 -0.203 -0.01
C -0.246 -3.777 0.175 0.00
C -0.844 -2.548 0.340 -0.08
N 0.040 -1.567 0.051 0.03
N 2.753 -0.145 0.096 -0.01
C 3.970 0.313 0.376 -0.03
C 3.868 1.536 1.032 -0.01
C 2.510 1.759 1.133 -0.08
N 1.836 0.754 0.547 0.02
H 2.103 -0.957 -1.933 0.06
H 3.385 -2.074 -0.874 0.09
H 1.884 -4.139 -0.444 0.14
H -0.686 -4.749 0.313 0.12
H -1.845 -2.304 0.664 0.13
H 4.842 -0.253 0.089 0.14
H 4.669 2.151 1.402 0.12
H 1.978 2.566 1.615 0.13
C -6.476 1.116 1.966 -0.03
O -5.856 0.616 3.152 -0.03
C -4.547 0.412 3.165 -0.25
C -4.028 -0.083 4.382 0.03
C -2.697 -0.328 4.487 0.01
C -1.804 -0.105 3.404 -0.09
C -0.417 -0.368 3.548 -0.26
C 0.173 -0.823 4.841 0.03
O 0.401 -0.226 2.583 0.08
C -2.343 0.400 2.190 -0.23
O -1.587 0.662 1.119 -0.02
C -3.706 0.652 2.081 0.07
H -7.532 1.196 2.197 0.11
H -6.332 0.422 1.136 0.10
H -6.081 2.101 1.713 0.10
H -4.710 -0.256 5.202 0.14
H -2.309 -0.708 5.422 0.12
H -0.054 -0.111 5.635 0.11
H 1.249 -0.921 4.734 0.10
H -0.247 -1.786 5.135 0.11
H -4.084 1.027 1.142 0.11
C -2.540 3.133 -6.460 -0.10
C -1.435 2.090 -6.573 -0.26
C -1.454 1.057 -5.445 -0.28
C -1.200 1.686 -4.065 -0.28
Ge -1.104 0.338 -2.676 1.05
C -2.794 -0.286 -1.959 -0.27
C -3.696 -0.808 -3.083 -0.27
C -3.053 -1.935 -3.886 -0.29
C -3.953 -2.449 -4.999 -0.09
H -2.544 3.786 -7.332 0.08
H -2.418 3.772 -5.582 0.06
H -3.522 2.659 -6.400 0.08
H -0.457 2.580 -6.594 0.11
H -1.532 1.561 -7.522 0.11
H -0.696 0.294 -5.645 0.11
H -2.421 0.547 -5.450 0.09
H -1.992 2.394 -3.807 0.07
H -0.256 2.237 -4.086 0.07
H 0.018 -0.683 -2.845 0.02
H -3.254 0.548 -1.427 0.06
H -2.591 -1.070 -1.228 0.05
H -3.963 0.011 -3.759 0.11
H -4.636 -1.159 -2.650 0.12
H -2.783 -2.752 -3.209 0.12
H -2.108 -1.582 -4.326 0.08
H -4.885 -2.844 -4.593 0.08
H -3.470 -3.245 -5.563 0.08
H -4.208 -1.650 -5.699 0.08
C -2.260 3.227 -0.503 0.01
N -0.914 3.553 -0.971 -0.03
C -0.657 4.992 -1.141 -0.11
C 0.344 5.231 -2.248 -0.13
C 1.554 4.359 -2.003 -0.11
N 1.146 2.956 -1.852 -0.04
C 2.130 1.975 -2.294 0.00
C -0.030 2.626 -1.335 -0.40
O -0.338 1.348 -1.162 -0.18
H -2.984 3.462 -1.285 0.11
H -2.481 3.838 0.372 0.11
H -2.320 2.186 -0.218 0.05
H -0.309 5.405 -0.191 0.14
H -1.612 5.461 -1.373 0.13
H 0.635 6.280 -2.268 0.14
H -0.100 4.987 -3.216 0.13
H 2.098 4.670 -1.107 0.14
H 2.247 4.402 -2.841 0.14
H 2.348 2.140 -3.350 0.11
H 1.769 0.965 -2.157 0.04
H 3.050 2.100 -1.722 0.10
```



Here is a molecular structure, C29H48AsBrF9N5O7Si3W from the Open Molecules 2025 dataset. Energies are from ωB97M-V/def2-TZVPD.

The calculation puts the energy above the lowest of the compared OMol25 structures with the same formula, charge and spin at 0.00 kcal/mol. Its HOMO-LUMO gap is 6.8 eV. For the total energy, the calculation gives -8578.19204 hartree. The total charge is +2.

Geometry as XYZ:
```
104
Properties=species:S:1:pos:R:3:lowdin_charge:R:1
W -0.114 -0.048 1.083 1.82
N -0.619 -2.341 1.653 0.00
C 0.533 -3.110 2.114 -0.14
C 1.701 -2.224 2.338 -0.54
O 2.768 -2.641 2.715 0.12
N 1.468 -0.887 2.054 -0.14
C 2.573 -0.006 2.444 -0.09
C 2.051 1.382 2.444 -0.48
O 2.479 2.345 2.956 0.23
O 0.897 1.413 1.624 -0.29
H -1.134 -2.902 0.981 0.08
H -1.246 -2.197 2.441 0.08
H 0.336 -3.646 3.040 0.16
H 0.824 -3.850 1.385 0.07
H 2.974 -0.275 3.416 0.15
H 3.396 -0.056 1.733 0.12
Br -1.213 4.324 1.694 0.97
C -2.602 3.047 1.634 -0.69
C -3.905 3.507 1.817 -0.07
C -4.937 2.593 1.808 0.00
C -4.639 1.251 1.598 0.03
C -3.323 0.916 1.405 -0.23
N -2.300 1.784 1.423 0.08
C -2.939 -0.501 1.096 -0.48
O -3.496 -1.473 1.469 0.19
O -1.802 -0.522 0.282 -0.35
H -4.080 4.562 1.977 0.12
H -5.958 2.918 1.958 0.13
H -5.398 0.479 1.585 0.14
C 2.645 -4.346 -0.270 -0.19
Si 1.204 -3.756 -1.238 0.36
C -0.379 -4.595 -0.766 -0.20
C 1.572 -4.114 -2.990 -0.19
As 0.790 -1.315 -0.814 0.92
Si 3.239 -0.902 -1.195 0.37
C 4.431 -1.604 0.027 -0.18
C 3.822 -1.349 -2.874 -0.18
C 3.215 0.939 -1.105 -0.22
Si 0.004 -1.031 -3.210 0.39
C 0.875 -1.372 -4.794 -0.18
C -1.534 -2.034 -3.091 -0.20
C -0.356 0.754 -3.380 -0.20
H 2.511 -5.426 -0.128 0.07
H 2.801 -3.901 0.707 0.01
H 3.565 -4.202 -0.842 0.05
H -0.582 -5.384 -1.495 0.06
H -1.241 -3.924 -0.778 0.02
H -0.318 -5.076 0.212 0.05
H 2.055 -5.098 -2.957 0.07
H 2.261 -3.419 -3.462 0.01
H 0.676 -4.190 -3.607 0.04
H 5.013 -2.396 -0.448 0.05
H 4.017 -2.012 0.944 0.01
H 5.129 -0.804 0.299 0.06
H 4.112 -2.399 -2.955 0.04
H 4.722 -0.743 -3.027 0.07
H 3.124 -1.126 -3.670 0.00
H 2.568 1.286 -0.308 -0.02
H 2.823 1.349 -2.041 0.05
H 4.215 1.353 -0.939 0.07
H 1.164 -2.398 -5.004 0.03
H 1.738 -0.731 -4.958 0.04
H 0.107 -1.077 -5.519 0.06
H -1.341 -3.104 -3.199 0.03
H -2.230 -1.740 -3.884 0.06
H -2.024 -1.879 -2.126 0.02
H 0.548 1.362 -3.271 0.05
H -1.079 1.084 -2.650 -0.03
H -0.768 0.924 -4.382 0.07
F -0.252 -0.675 6.308 0.23
C -0.036 -0.606 5.015 -0.54
F 1.056 0.135 4.799 0.19
F 0.224 -1.844 4.573 0.17
C -1.232 0.003 4.193 -0.17
O -1.010 -0.178 2.840 -0.26
C -2.550 -0.724 4.614 -0.55
F -2.421 -2.038 4.363 0.18
F -2.788 -0.548 5.902 0.22
F -3.592 -0.283 3.927 0.20
C -1.313 1.536 4.576 -0.55
F -0.469 2.215 3.810 0.14
F -2.538 2.017 4.367 0.19
F -0.989 1.734 5.844 0.22
C 1.423 3.749 -0.230 -0.06
N 0.284 3.602 -1.121 -0.06
C 0.113 4.780 -1.985 -0.14
C -1.004 4.591 -2.971 -0.13
C -2.186 4.064 -2.196 -0.12
N -1.822 2.779 -1.585 -0.07
C -2.805 1.723 -1.757 -0.03
C -0.603 2.587 -1.038 -0.47
O -0.303 1.457 -0.504 -0.22
H 1.368 4.734 0.238 0.09
H 2.359 3.677 -0.781 0.10
H 1.388 3.011 0.551 0.04
H 1.065 4.950 -2.490 0.14
H -0.086 5.648 -1.351 0.13
H -0.723 3.876 -3.748 0.12
H -1.244 5.539 -3.450 0.13
H -3.042 3.891 -2.843 0.13
H -2.483 4.771 -1.416 0.13
H -3.048 1.619 -2.817 0.11
H -3.719 1.972 -1.222 0.11
H -2.411 0.786 -1.395 0.06
```